The molecule C6H13NO2 at a distorted geometry. Source: OMol25; level of theory: the ωB97M-V functional and the def2-TZVPD basis.

Total charge: 0
Energy relative to the best compared isomer or geometry (same formula, charge and spin) (eV): 4.1939

Positions of all 22 atoms, in Å:
1 H -1.22 1.81 -2.04
2 H -0.35 -0.60 1.95
3 H -2.21 1.58 -0.78
4 C 1.53 -0.58 0.05
5 H 1.92 -0.48 1.06
6 H -2.18 -2.46 1.83
7 H 1.70 2.86 -0.39
8 H 1.72 1.98 1.13
9 H 2.26 -1.12 -0.56
10 N -1.41 1.17 -1.27
11 C 1.19 0.77 -0.56
12 C 1.97 1.90 0.07
13 H -2.75 -0.81 1.44
14 C 0.22 -1.33 0.08
15 H -2.45 -1.99 0.15
16 H 1.25 0.77 -1.65
17 H -1.01 -1.71 -1.32
18 C -0.68 -1.15 1.07
19 C -2.09 -1.63 1.12
20 O -0.09 -1.95 -1.10
21 H 3.05 1.75 -0.01
22 O -0.39 1.24 -0.28

A structure of composition C33H55AsCl3IN7OSScSi3 at a distorted geometry. Source: OMol25; level of theory: the ωB97M-V functional and the def2-TZVPD basis.

DFT total energy (a.u.): -7690.05554
Total charge: +2

Positions of all 106 atoms, in Å:
1 N 0.93 0.76 -2.35
2 H 0.67 -4.71 5.02
3 C 4.74 1.51 0.09
4 H -3.86 1.14 2.04
5 C -2.08 2.12 -3.17
6 H -1.43 1.26 -3.24
7 H 1.73 -6.28 1.86
8 H -2.69 4.77 1.92
9 C -0.66 -1.94 -4.70
10 C -1.20 2.86 -0.39
11 H -0.61 -3.41 4.10
12 H -3.00 5.20 -1.82
13 H 0.45 5.79 -0.83
14 C 2.71 -0.21 -0.34
15 N 2.45 1.06 -0.12
16 H -2.14 5.88 0.74
17 H -3.39 2.67 2.73
18 H 0.53 0.20 4.96
19 H -2.95 1.74 -2.61
20 H 1.03 3.95 2.75
21 C -0.37 -0.38 5.11
22 H 1.08 6.01 0.79
23 C 1.33 -5.28 1.69
24 H 5.98 -0.18 -0.29
25 H -1.52 5.97 2.38
26 H -2.16 1.44 2.39
27 C -2.02 -1.74 3.81
28 H 1.67 4.67 -0.18
29 H 0.61 4.82 -2.97
30 C 1.04 -4.52 -6.46
31 H 4.03 -5.75 3.20
32 H 0.95 -4.38 -7.56
33 H 3.08 2.95 0.34
34 S 1.95 -1.98 2.92
35 C -1.41 -1.36 -1.47
36 H -4.70 -0.22 0.11
37 Cl 3.63 -0.75 -4.34
38 Cl 3.45 2.20 -4.46
39 C 0.78 5.27 0.06
40 C 4.04 -4.66 2.93
41 H 1.41 3.50 -2.23
42 Si -2.80 2.14 0.21
43 C -0.10 -1.65 5.90
44 H -5.23 2.38 -0.29
45 H -0.50 -1.57 -2.05
46 H 0.53 -5.43 -6.14
47 H 0.27 -5.24 1.78
48 C -4.33 2.94 -0.47
49 H 0.69 3.31 -3.78
50 H -2.32 -3.32 -1.60
51 C -3.62 -1.85 -0.78
52 C 0.50 3.75 -2.80
53 H 1.91 -5.96 4.69
54 H 2.27 -3.11 -4.38
55 C -1.50 -2.97 4.61
56 H 2.09 -4.54 -6.20
57 C 4.96 0.13 -0.17
58 H -1.42 -3.12 -6.40
59 N 0.59 -3.41 -5.68
60 C 1.68 -4.91 4.73
61 Sc 0.07 1.20 -0.33
62 H -0.15 2.62 2.87
63 C 3.44 1.95 0.14
64 H -4.49 -2.54 -0.57
65 H -2.29 5.39 -3.40
66 C -0.66 -2.84 -5.69
67 C 3.97 -0.76 -0.27
68 H 1.26 2.45 1.84
69 H 1.63 -5.02 0.65
70 C -2.72 0.32 -0.40
71 Cl 1.39 0.55 -5.75
72 Si -1.29 3.46 -2.18
73 N -0.19 0.19 1.67
74 H -2.39 2.33 -4.19
75 H 5.55 2.16 0.34
76 H -2.29 -3.66 4.60
77 H -1.33 5.90 -2.01
78 C -1.79 5.28 1.59
79 H -2.85 -1.22 4.30
80 H -1.13 0.24 5.53
81 C 1.26 -2.81 -4.69
82 N -1.59 -0.08 -1.01
83 C -3.79 -0.53 -0.28
84 C 1.64 0.68 -3.24
85 O -1.16 -2.59 5.86
86 C 2.51 0.66 -4.39
87 C -2.43 -2.30 -1.34
88 H -4.27 3.22 -1.58
89 H 0.07 -1.29 6.93
90 C 0.49 3.19 2.20
91 H 4.24 -4.57 1.88
92 H 4.69 -4.07 3.53
93 H 0.81 -2.12 5.52
94 C -2.02 5.12 -2.37
95 Si -0.48 4.15 0.86
96 H -2.33 -1.90 2.75
97 C -3.03 1.90 2.02
98 N -0.92 -0.73 3.80
99 As 2.22 -4.04 3.05
100 C -0.45 -0.33 2.67
101 I 4.29 -2.71 -0.78
102 N 0.54 -1.94 -4.04
103 H -1.44 -1.21 -4.46
104 H 2.27 -4.38 5.47
105 H -4.47 3.97 -0.03
106 H 1.84 -0.86 -0.66

The molecule CH5FNP at a distorted geometry. Source: OMol25; level of theory: the ωB97M-V functional and the def2-TZVPD basis.

Total charge: 0
Energy relative to the best compared isomer or geometry (same formula, charge and spin) (eV): 2.6991

Positions of all 9 atoms, in Å:
1 P 1.52 0.21 0.52
2 H -1.59 -0.22 -0.98
3 H 2.18 0.12 -0.65
4 H -0.61 -1.27 0.13
5 C -1.03 -0.25 -0.09
6 H 1.27 -1.25 0.55
7 H -1.63 0.12 0.69
8 F -0.18 1.94 0.13
9 N 0.08 0.60 -0.30

A structure of composition C28H23N3O2SV. Source: OMol25; level of theory: the ωB97M-V functional and the def2-TZVPD basis.

Total charge: +1
Energy relative to the best compared isomer or geometry (same formula, charge and spin) (eV): 0.0477

Positions of all 58 atoms, in Å:
1 C 3.15 -2.67 -0.19
2 O 1.93 -0.39 -1.16
3 C -0.06 3.39 -2.00
4 C 1.73 4.04 -3.44
5 C 1.62 -4.08 -1.41
6 C 1.02 5.49 -1.65
7 H -2.71 4.14 -2.84
8 C 1.19 -0.48 3.28
9 H -5.84 4.83 -0.01
10 C 1.85 5.22 -2.73
11 H 3.51 -1.68 0.05
12 H -4.78 5.31 -2.19
13 H 3.75 -5.94 0.44
14 C -0.27 -3.85 3.92
15 H -1.19 -5.75 3.78
16 C 2.22 -5.20 -0.87
17 C -4.38 3.38 0.56
18 C -3.18 3.93 -1.89
19 C 3.75 -3.80 0.35
20 C -0.11 -2.58 1.85
21 H -4.85 3.17 1.51
22 H 2.60 5.94 -3.01
23 H -0.62 4.78 -0.44
24 H -0.08 -3.93 4.99
25 C -0.89 -4.86 3.25
26 C -4.34 4.59 -1.52
27 H 1.36 0.50 1.38
28 H -0.41 2.08 0.53
29 C 0.77 3.11 -3.08
30 N 0.00 -1.74 -1.47
31 N -0.58 1.40 -0.20
32 C -1.14 -4.75 1.87
33 H -1.63 -5.56 1.35
34 O -0.48 -0.58 -1.98
35 C 2.08 -2.82 -1.06
36 C -2.62 3.01 -1.01
37 H 1.87 -6.19 -1.14
38 H 0.80 -4.18 -2.11
39 C -0.76 -3.63 1.17
40 H -2.79 1.96 0.86
41 H -0.95 -3.54 0.11
42 H 0.66 2.17 -3.62
43 C -4.93 4.32 -0.29
44 V 0.39 -0.30 -0.36
45 C -3.21 2.71 0.21
46 H 0.96 -1.71 4.99
47 C 0.79 -1.61 3.92
48 S -1.19 2.10 -1.55
49 H 1.12 6.41 -1.10
50 C 0.33 -1.39 1.20
51 C 3.28 -5.06 0.02
52 C 0.96 -0.39 1.89
53 C 0.05 4.57 -1.27
54 H 4.58 -3.68 1.02
55 H 2.38 3.84 -4.28
56 H 1.70 0.32 3.81
57 N 1.43 -1.70 -1.69
58 C 0.14 -2.68 3.24

A structure of composition C5H8O2 at a distorted geometry. Source: OMol25; level of theory: the ωB97M-V functional and the def2-TZVPD basis.

Total charge: 0
Energy relative to the best compared isomer or geometry (same formula, charge and spin) (eV): 3.3925

Positions of all 15 atoms, in Å:
1 H -0.38 -2.13 -0.65
2 O 2.30 0.58 -0.96
3 O 1.05 -0.33 0.76
4 H -0.85 1.55 -1.16
5 H -1.07 -1.52 1.67
6 C -0.93 -1.21 -0.53
7 C -1.35 -0.82 0.87
8 H -2.30 -0.32 1.03
9 H 2.86 0.47 0.95
10 H 0.99 1.13 -1.14
11 C 2.09 0.28 0.22
12 H -1.59 -0.95 -1.35
13 C -0.26 -0.07 0.17
14 C -0.16 1.32 -0.37
15 H -0.41 2.03 0.48

The molecule C5H9ClN2O2S at a distorted geometry. Source: OMol25; level of theory: the ωB97M-V functional and the def2-TZVPD basis.

Total charge: 0
Energy relative to the best compared isomer or geometry (same formula, charge and spin) (eV): 1.9140

Positions of all 20 atoms, in Å:
1 H 1.93 0.63 1.74
2 C -2.52 -0.22 0.01
3 O -3.71 1.58 0.56
4 H 0.29 -1.21 1.81
5 H 0.91 1.31 0.46
6 S -0.93 -0.94 -0.23
7 H 2.42 -1.13 0.31
8 H 3.17 0.24 -0.40
9 C 2.15 -0.25 -0.19
10 H -0.34 0.78 -1.50
11 H 1.25 -1.61 -1.45
12 N -2.65 1.07 0.23
13 C 0.06 -0.38 1.31
14 C 1.27 -0.59 -1.46
15 C 1.26 0.46 0.80
16 H 1.67 -0.31 -2.34
17 H -0.64 0.28 1.86
18 O -1.62 1.75 0.18
19 N -0.07 -0.23 -1.47
20 Cl -3.91 -1.26 -0.24